C34H74BFNO15 | ωB97M-V/def2-TZVPD

Structure (XYZ):
```
126
Properties=species:S:1:pos:R:3:forces:R:3
C -0.20349 -0.27977 6.04443 -0.39 -0.04 -0.23
C 0.56598 0.84678 5.39887 0.04 -0.06 0.20
O 0.88508 1.82598 6.01220 0.11 0.14 0.10
O 0.97620 0.66637 4.13129 -0.05 0.06 -0.13
C 0.00131 0.34994 3.12883 0.04 0.04 -0.27
C -0.41690 1.62929 2.38576 -0.55 -0.43 -0.07
C -0.40350 1.44984 0.85666 0.33 0.72 0.43
C 1.05287 1.33615 0.35663 -0.29 -0.28 -0.33
C 1.49199 -0.10586 0.02911 -0.10 -0.15 -0.57
C 2.93979 -0.45543 0.36475 0.45 0.70 0.42
O 3.04648 -1.32785 1.44882 -0.08 0.02 -0.11
B 4.39532 -2.00463 1.37087 -0.48 -0.53 0.05
O 5.41087 -1.36397 2.21663 0.16 -0.05 -0.28
C 5.94032 -0.13430 1.82535 -0.01 0.05 0.08
C 7.00331 0.30082 2.84657 -0.07 -0.27 -0.34
N 6.71790 -0.05618 4.22693 0.27 0.42 0.18
C 5.44717 0.40678 4.78747 -0.08 -0.21 0.00
C 5.17143 1.90296 4.61742 -0.22 0.15 0.40
C 4.05184 2.23356 3.61481 0.18 -0.21 -0.16
O 4.80850 2.36249 5.94234 0.00 0.07 -0.16
O 4.68095 -1.93499 -0.09065 0.45 0.27 -0.28
C 3.83964 -1.05003 -0.75600 -0.31 -0.42 0.52
C 4.58824 0.06315 -1.47808 0.12 -0.16 -0.48
C 3.76079 0.75988 -2.54850 0.13 0.09 0.06
F 5.72045 -0.46436 -2.13936 -0.16 0.08 0.09
H 0.44169 -0.74353 6.78972 -0.04 0.10 0.04
H -1.08857 0.14071 6.52532 0.14 -0.10 0.14
H -0.52161 -1.04213 5.33662 0.11 -0.04 0.05
H 0.46209 -0.36963 2.45416 0.20 0.08 0.13
H -0.87541 -0.13453 3.56392 0.05 0.01 0.08
H -1.41745 1.92723 2.72303 0.06 0.01 -0.03
H 0.25673 2.43771 2.67429 0.07 -0.07 -0.09
H -1.00889 0.59180 0.54932 0.06 -0.03 0.03
H -0.87966 2.34477 0.43905 0.01 -0.11 -0.10
H 1.71339 1.79758 1.09650 0.04 -0.15 0.01
H 1.16475 1.92694 -0.55940 0.03 0.07 0.13
H 0.83230 -0.83842 0.50098 0.15 -0.01 0.09
H 1.34658 -0.24758 -1.05028 -0.11 -0.10 0.09
H 3.43392 0.50058 0.63592 -0.14 0.05 -0.01
H 4.31195 -3.18686 1.73909 -0.02 0.31 0.01
H 5.16614 0.64505 1.75471 -0.06 -0.06 0.10
H 6.40853 -0.18822 0.82991 -0.01 -0.03 0.04
H 7.95111 -0.18331 2.58641 -0.05 0.01 0.08
H 7.17434 1.37838 2.74670 -0.01 -0.01 0.09
H 6.72134 -1.06697 4.26804 -0.11 -0.01 -0.01
H 4.59540 -0.17330 4.40690 0.05 0.11 -0.13
H 5.48475 0.23834 5.86700 0.07 -0.03 -0.07
H 6.08805 2.43218 4.33829 0.07 -0.15 -0.05
H 3.30906 2.89024 4.07351 0.03 0.03 -0.06
H 3.53361 1.32901 3.28903 -0.06 0.06 0.09
H 4.45543 2.70922 2.71696 -0.05 0.08 0.06
H 4.43929 3.24712 5.85195 -0.02 -0.08 0.02
H 3.21308 -1.60842 -1.47593 0.07 0.13 -0.17
H 4.97562 0.78782 -0.75957 0.05 -0.12 0.09
H 4.19329 1.73091 -2.79958 -0.03 -0.04 -0.01
H 2.73075 0.91287 -2.22396 0.03 0.01 0.00
H 3.76687 0.14742 -3.45260 -0.13 -0.05 0.09
C -2.20403 8.79882 -0.78906 0.01 0.01 0.09
O -3.04882 7.85513 -0.17494 -0.03 -0.09 -0.16
C -4.41677 8.20107 -0.27196 0.09 0.03 0.08
C -5.29348 6.98214 -0.10204 -0.09 0.00 0.06
O -5.37231 6.16272 -1.25610 0.00 0.02 -0.01
C -4.26752 5.30975 -1.51393 0.03 -0.03 -0.09
C -4.21493 4.08657 -0.62985 0.17 -0.06 0.07
O -3.67659 4.39161 0.64119 -0.22 0.13 0.07
C -4.02732 3.41875 1.60136 0.17 0.04 0.02
H -2.30081 9.78779 -0.32474 0.00 0.01 -0.02
H -1.18119 8.44970 -0.66531 0.00 0.00 0.01
H -2.42243 8.88842 -1.85996 -0.01 0.03 0.01
H -4.62603 8.66069 -1.24615 -0.02 0.00 -0.01
H -4.66391 8.92779 0.51561 -0.04 0.05 -0.06
H -6.31408 7.33408 0.06424 0.00 -0.01 0.01
H -4.98253 6.40850 0.77415 0.09 0.01 -0.02
H -3.32230 5.85436 -1.46453 0.01 -0.01 0.08
H -4.41119 4.96783 -2.54122 0.00 0.01 0.00
H -3.57849 3.32791 -1.10738 -0.08 -0.03 -0.06
H -5.22666 3.67366 -0.52222 -0.01 0.01 -0.03
H -5.11305 3.39295 1.75447 0.00 -0.08 -0.05
H -3.55127 3.69598 2.53979 0.04 0.00 -0.01
H -3.67292 2.42507 1.30271 -0.07 -0.03 0.03
C 4.88534 -4.50118 -2.97325 0.10 -0.09 0.06
O 3.80746 -5.37246 -2.69166 -0.14 0.11 -0.19
C 2.90392 -4.78087 -1.76830 0.19 -0.07 0.07
C 1.53606 -5.40827 -1.86551 0.03 -0.01 0.10
O 0.76776 -4.96248 -2.97912 -0.08 -0.05 0.00
C 1.09496 -5.50825 -4.24084 0.03 0.09 -0.07
C 0.57032 -6.90907 -4.46494 0.06 -0.08 -0.04
O 1.39651 -7.87495 -3.84144 -0.06 0.06 0.13
C 0.73788 -9.10042 -3.64958 0.06 -0.01 -0.04
H 5.44339 -4.24439 -2.06743 -0.03 0.05 0.00
H 5.54358 -5.01370 -3.67399 0.00 -0.02 0.01
H 4.53005 -3.57093 -3.43184 0.01 0.02 0.03
H 2.82993 -3.70573 -1.96293 -0.06 0.01 0.06
H 3.29435 -4.91261 -0.75188 -0.05 0.13 0.04
H 0.96939 -5.09187 -0.98816 -0.01 0.00 0.00
H 1.60946 -6.49848 -1.85055 0.06 0.00 -0.05
H 2.17078 -5.46850 -4.42834 0.01 -0.08 0.05
H 0.59640 -4.85966 -4.96574 0.03 0.01 -0.02
H 0.53922 -7.10956 -5.54652 -0.08 0.01 0.00
H -0.45190 -6.97390 -4.06990 -0.01 0.01 0.00
H -0.14038 -8.98321 -3.00269 -0.02 0.00 -0.03
H 1.44048 -9.77797 -3.16818 0.01 -0.01 -0.01
H 0.41686 -9.54031 -4.60303 -0.02 0.00 0.01
C -6.03150 -4.43371 -2.34718 -0.06 0.01 -0.03
O -6.27649 -3.07837 -2.05451 0.15 0.04 0.03
C -6.34702 -2.82892 -0.66251 -0.08 -0.04 -0.08
C -6.06610 -1.37599 -0.35701 -0.05 0.04 0.06
O -4.69159 -1.03852 -0.39077 0.00 0.01 0.02
C -4.10084 -0.85371 -1.66799 0.09 -0.03 -0.02
C -4.43996 0.47163 -2.30767 -0.03 0.00 -0.12
O -5.72821 0.44688 -2.90045 -0.06 0.00 0.16
C -6.24343 1.74303 -3.09726 0.02 -0.10 -0.04
H -6.82967 -5.07936 -1.96055 0.01 -0.01 0.01
H -5.99200 -4.53170 -3.43018 -0.01 0.00 0.00
H -5.07508 -4.76391 -1.92601 -0.01 -0.01 0.02
H -5.62061 -3.45214 -0.12709 0.01 0.01 0.02
H -7.35484 -3.08014 -0.30088 0.03 -0.04 0.06
H -6.37566 -1.19564 0.67499 -0.01 0.02 0.00
H -6.65535 -0.72621 -1.00887 0.02 -0.06 -0.07
H -4.33745 -1.67943 -2.34227 -0.07 0.04 -0.02
H -3.02517 -0.86209 -1.48273 0.00 -0.02 0.00
H -3.69141 0.69777 -3.08018 0.03 0.05 0.04
H -4.39506 1.25310 -1.54049 0.02 0.00 0.02
H -6.34805 2.27194 -2.14270 0.02 0.05 -0.03
H -7.22705 1.64088 -3.55133 0.01 0.00 -0.03
H -5.60165 2.33250 -3.76381 -0.01 0.03 0.02
```
Forces are in eV/Å.

Kohn-Sham gap = 7.252 eV
E_LUMO = 1.99 eV
Charge = -1